# 1
ORCA calculation (ωB97M-V/def2-TZVPD) on the molecule C4H6S3.

Computed properties:
Relative energy (zero: lowest compared OMol25 entry of this formula, charge and spin)   48.9 kcal per mole
E_LUMO   -0.5 eV

Each line ends with the Löwdin charge.
Cartesian coordinates (Å):
1 C 2.987356 -0.021688 -0.318157  -0.07
2 C 1.841921 0.345461 0.291646  -0.63
3 C -0.958479 0.219625 1.267220  -1.33
4 C -2.517060 -0.340425 -0.916325  -0.44
5 S -0.247302 0.292811 2.689886  0.68
6 S 0.318505 0.418698 -0.500551  0.78
7 S -2.391249 -0.402317 0.860717  0.85
8 H 3.979106 0.090568 0.318034  0.10
9 H 2.987732 -0.376370 -1.258476  -0.01
10 H 1.728204 0.477042 1.309077  -0.05
11 H -3.628691 -0.278427 -1.028273  0.05
12 H -2.005381 -1.120806 -1.374834  0.00
13 H -2.094661 0.695829 -1.339963  0.07

Atoms 1-2, force components in eV/Å:
1.0 1.9 5.4
1.0 -1.1 -2.2



# 2
ORCA calculation (ωB97M-V/def2-TZVPD) on a structure of composition C45H40Br6N8O16.

Computed properties:
Relative energy (zero: lowest compared OMol25 entry of this formula, charge and spin)   0.0 kcal per mole
E_LUMO   -1.0 eV

Each line ends with the Löwdin charge.
Cartesian coordinates (Å):
1 C -6.133661 -0.529912 1.917249  0.02
2 N -5.634866 0.392640 0.955664  -0.51
3 O -4.910606 -0.076999 0.080101  0.04
4 O -6.081735 1.469922 0.970578  0.11
5 H -5.272733 -1.191469 2.013371  0.10
6 H -6.970719 -1.036538 1.436854  0.12
7 H -6.459761 -0.027496 2.827928  0.11
8 C -3.690789 -3.063480 -4.590032  -0.05
9 C -2.819776 -3.659444 -5.501512  -0.06
10 C -2.935436 -5.038067 -5.767127  0.02
11 C -3.930476 -5.781645 -5.100197  -0.17
12 C -4.920736 -5.158445 -4.394682  -0.02
13 C -4.780077 -3.829025 -4.084681  -0.06
14 N -3.967726 -7.222561 -5.206506  -0.33
15 O -4.996621 -7.782883 -4.863071  0.07
16 O -2.985954 -7.868033 -5.645834  0.05
17 H -3.677616 -2.003058 -4.385774  0.10
18 H -2.066243 -3.038154 -5.962580  0.10
19 H -2.269010 -5.560849 -6.437190  0.11
20 H -5.775441 -5.672193 -3.980029  0.12
21 H -5.567447 -3.383613 -3.494719  0.11
22 C -1.069006 -7.709617 -1.260855  -0.05
23 C -1.634554 -6.423522 -1.170780  -0.07
24 C -2.845821 -6.272388 -0.572300  -0.02
25 C -3.671681 -7.373396 -0.206627  -0.14
26 C -3.113937 -8.657658 -0.348184  0.01
27 C -1.845543 -8.791870 -0.894151  -0.08
28 N -4.996102 -7.208751 0.315336  -0.33
29 O -5.632078 -8.179604 0.789287  0.06
30 O -5.475890 -6.083428 0.225029  0.06
31 H -0.100589 -7.888614 -1.704178  0.11
32 H -1.112770 -5.512231 -1.423151  0.11
33 H -3.228085 -5.273018 -0.425547  0.11
34 H -3.586577 -9.575626 -0.031407  0.12
35 H -1.339152 -9.745293 -0.924875  0.11
36 C -2.075503 -4.511908 4.796066  -0.06
37 C -2.041737 -3.206725 5.191121  -0.09
38 C -3.058922 -2.686079 5.962065  0.01
39 C -4.164540 -3.473991 6.401284  -0.11
40 C -4.211181 -4.773919 5.868462  -0.03
41 C -3.197889 -5.264987 5.153532  -0.09
42 N -5.132162 -3.014177 7.387896  -0.35
43 O -6.118333 -3.698041 7.580170  0.08
44 O -4.915984 -1.990013 8.028922  0.07
45 H -1.296784 -4.949270 4.188853  0.11
46 H -1.191321 -2.637486 4.845893  0.11
47 H -3.012794 -1.639393 6.224205  0.11
48 H -5.053171 -5.441726 5.975662  0.12
49 H -3.307627 -6.286262 4.819837  0.11
50 C 8.090434 -8.017623 -0.474576  -0.06
51 C 8.252852 -7.344689 0.753477  -0.06
52 C 7.274865 -6.556951 1.327788  -0.01
53 C 6.137491 -6.265197 0.595579  -0.16
54 C 5.968005 -6.835132 -0.634599  0.00
55 C 6.931158 -7.713242 -1.163642  -0.07
56 N 5.155534 -5.401212 1.289297  -0.31
57 O 5.584019 -4.827283 2.293007  0.06
58 O 3.961912 -5.367859 0.911182  0.05
59 H 8.863664 -8.704538 -0.785475  0.11
60 H 9.104865 -7.520098 1.393568  0.10
61 H 7.422560 -6.160233 2.321359  0.12
62 H 5.008392 -6.686244 -1.107215  0.12
63 H 6.755621 -8.310708 -2.046041  0.11
64 C 5.631629 11.209008 -0.504544  -0.08
65 C 5.605862 9.974594 0.067882  -0.09
66 C 6.726968 9.160891 -0.051182  0.01
67 C 7.888056 9.651335 -0.717853  -0.10
68 C 7.937375 11.015833 -1.176789  0.00
69 C 6.830296 11.814850 -0.950534  -0.06
70 N 9.162562 8.888617 -0.763576  -0.38
71 O 9.164184 7.730737 -0.358287  0.06
72 O 10.159717 9.448492 -1.081784  0.09
73 H 4.690924 11.738719 -0.534216  0.10
74 H 4.714730 9.625810 0.568510  0.11
75 H 6.750019 8.135019 0.285644  0.11
76 H 8.799351 11.496449 -1.615426  0.11
77 H 6.744719 12.807786 -1.366652  0.10
78 C 0.619918 0.205014 0.260728  -0.08
79 C 0.121147 1.153762 -0.630241  -0.05
80 C 0.435381 2.500713 -0.436059  0.00
81 C 1.211142 2.863795 0.650689  -0.16
82 C 1.718665 1.861650 1.519220  0.01
83 C 1.440676 0.535207 1.319433  -0.07
84 N 1.421066 4.249765 0.914812  -0.33
85 O 2.305432 4.552316 1.749648  0.05
86 O 0.792200 5.110157 0.287871  0.06
87 H 0.185478 -0.778252 0.156584  0.11
88 H -0.471367 0.814448 -1.467006  0.11
89 H -0.117003 3.228501 -1.011903  0.12
90 H 2.205077 2.196333 2.423548  0.12
91 H 1.845614 -0.236930 1.956810  0.11
92 C -2.977940 8.449956 -2.812298  -0.06
93 C -4.129442 8.211314 -2.086496  -0.10
94 C -4.912461 7.184775 -2.349457  -0.03
95 C -4.454175 6.223949 -3.244412  -0.12
96 C -3.216782 6.326884 -3.904606  0.01
97 C -2.450602 7.478444 -3.669865  -0.05
98 N -5.281284 5.012382 -3.470122  -0.34
99 O -4.796323 4.100426 -4.128794  0.05
100 O -6.436383 4.901310 -3.064368  0.06
101 H -2.387398 9.323265 -2.577769  0.11
102 H -4.485350 8.971932 -1.407393  0.12
103 H -5.872694 7.083293 -1.865671  0.13
104 H -2.861458 5.598315 -4.618285  0.11
105 H -1.451810 7.539583 -4.076185  0.11
106 C -1.394784 10.812997 3.168916  -1.49
107 Br -3.361840 10.924038 3.276927  0.53
108 Br -0.446920 10.825425 4.908321  0.53
109 Br -0.598653 12.199267 1.886707  0.46
110 H -1.253567 9.808584 2.769758  -0.04
111 C 7.489922 0.482657 1.655147  -1.49
112 Br 8.538977 -0.842593 2.739626  0.51
113 Br 6.565358 -0.384838 0.134478  0.49
114 Br 8.651558 1.789496 0.758044  0.51
115 H 6.770020 1.065826 2.229390  -0.02

Atoms 1-2, force components in eV/Å:
0.3 -1.6 1.1
0.6 -2.0 -2.0



# 3
ORCA calculation (ωB97M-V/def2-TZVPD) on a structure of composition C24H47LuOSi4.

Computed properties:
Charge   -2
E_LUMO (alpha / beta)   4.6 / 4.6 eV

Each line ends with the Löwdin charge.
Cartesian coordinates (Å):
1 Lu 0.343127 0.731312 -1.510394  1.47
2 C 2.442450 1.171102 -0.309758  -0.25
3 C 2.783950 0.279259 -1.372888  -0.22
4 C 2.611355 0.976503 -2.605170  -0.20
5 H 3.181305 -0.732233 -1.249325  0.10
6 C 2.186105 2.307133 -2.306684  -0.21
7 C 2.105032 2.433319 -0.885408  -0.23
8 H 1.865706 3.335668 -0.326891  0.09
9 H 2.501986 0.938835 0.749601  0.03
10 H 2.890186 0.607014 -3.590863  0.10
11 H 2.054753 3.101378 -3.038039  0.10
12 C -2.028681 1.118111 -0.906861  -0.26
13 C -1.332103 2.295181 -0.466950  -0.26
14 C -0.893258 2.995457 -1.627045  -0.22
15 H -1.221189 2.621534 0.565234  0.07
16 C -1.300183 2.260486 -2.774537  -0.20
17 C -2.004299 1.101465 -2.329231  -0.21
18 H -2.537501 0.389910 -2.968110  0.10
19 H -2.564097 0.415736 -0.266448  0.07
20 H -0.388484 3.959394 -1.638763  0.09
21 H -1.242762 2.608712 -3.806807  0.08
22 O 0.372082 -1.029252 -2.517053  -0.47
23 C 0.015831 0.237408 -5.738016  -0.47
24 C 0.636693 -0.994203 -5.211214  -0.27
25 C 0.799853 1.484499 -5.811740  -0.19
26 C -1.455965 0.255676 -5.857295  -0.18
27 C 0.719764 -1.660980 -3.756575  -0.31
28 H 1.671652 -0.952353 -5.584392  0.07
29 H 0.151267 -1.778338 -5.826066  0.06
30 H 0.124437 -2.595770 -3.831495  0.07
31 H 1.788318 -1.976657 -3.673464  0.07
32 H 0.811387 1.969069 -6.810270  0.04
33 H 1.838370 1.303924 -5.516190  0.04
34 H 0.419913 2.206925 -5.072917  0.02
35 H -1.830623 0.112716 -6.890173  0.03
36 H -1.852971 1.201916 -5.473396  0.03
37 H -1.877317 -0.540336 -5.230660  0.05
38 C 3.167590 0.314079 3.113484  -0.23
39 Si 1.327780 0.464734 3.530851  0.28
40 C 1.168694 -0.403635 5.201780  -0.23
41 C 0.854975 2.291584 3.655772  -0.25
42 Si -0.153812 -0.261145 1.872240  0.39
43 Si 0.182379 -2.541411 1.614287  0.26
44 C -0.253793 -3.460238 3.208887  -0.24
45 C -0.909786 -3.121309 0.186167  -0.22
46 C 1.988451 -2.851013 1.169002  -0.22
47 Si -2.269274 -0.076191 2.885768  0.29
48 C -2.287471 -0.425650 4.746091  -0.25
49 C -2.932136 1.682756 2.675791  -0.24
50 C -3.457005 -1.311130 2.084550  -0.24
51 H 3.733098 0.485275 4.041832  0.02
52 H 3.492580 1.077307 2.396803  0.01
53 H 3.452994 -0.670610 2.724264  0.01
54 H 1.895311 0.077173 5.873992  0.01
55 H 0.179626 -0.318182 5.661302  -0.01
56 H 1.428839 -1.468192 5.138503  0.01
57 H 1.006062 2.819331 2.702893  0.02
58 H -0.186866 2.447126 3.967325  0.00
59 H 1.511076 2.754095 4.408531  0.01
60 H -1.298141 -3.324227 3.521953  0.01
61 H -0.100217 -4.532601 3.012244  0.01
62 H 0.391630 -3.176472 4.051329  0.00
63 H -0.606095 -2.674410 -0.773439  0.01
64 H -0.794519 -4.213210 0.108933  0.02
65 H -1.973601 -2.904029 0.341016  0.00
66 H 2.232258 -2.458763 0.172274  0.02
67 H 2.691419 -2.419605 1.891715  0.00
68 H 2.144539 -3.940181 1.148073  0.02
69 H -1.776511 0.355641 5.321729  0.01
70 H -3.339917 -0.435249 5.065711  0.01
71 H -1.847332 -1.395388 5.007158  0.01
72 H -3.199390 1.907115 1.637297  0.01
73 H -3.845532 1.774587 3.279438  0.01
74 H -2.224647 2.447037 3.018325  0.01
75 H -3.625058 -1.109431 1.018880  0.02
76 H -3.130717 -2.354499 2.183161  0.01
77 H -4.423589 -1.210556 2.600338  0.02

Atoms 1-2, force components in eV/Å:
-0.3 -1.2 0.0
1.0 0.3 -0.4



no.,maximum force (eV/Å)
1,5.78
2,3.99
3,1.70